# 1
The following is a DFT calculation (the ωB97M-V functional and the def2-TZVPD basis) of C3H3Br9 as an isolated structure at a distorted geometry.

The calculation puts the frontier orbital gap (spin up / spin down) at 2.990 / 7.592 eV. Its maximum force is 1.64 eV Å⁻¹. The spin multiplicity is 2. The electronic energy is -23282.2054 Eh. The calculation puts the energy relative to the best compared isomer or geometry (same formula, charge and spin) at 32.3 kJ/mol. Its LUMO energy (spin up / spin down) is 1.5272 / 1.6957 eV. The total charge is -1.

Cartesian coordinates (Å):
C -0.35900 4.21889 2.03157
Br -1.16505 5.69712 3.17960
Br 1.65940 4.35432 2.03629
Br -1.06055 4.13950 0.17527
H -0.64802 3.34530 2.61588
C -0.95610 -1.29333 1.09382
Br -1.26547 0.57107 1.78741
Br -2.55193 -2.16438 0.26174
Br -0.10690 -2.31009 2.64222
H -0.20336 -1.23648 0.30753
C 1.35359 -2.90132 -3.22622
Br 0.02247 -3.48227 -4.59151
Br 3.09951 -3.95208 -3.36889
Br 0.70409 -3.11050 -1.37067
H 1.47734 -1.87574 -3.57403

# 2
The following is a DFT calculation (the ωB97M-V functional and the def2-TZVPD basis) of one molecule with the formula C7H10NOP at a distorted geometry.

The calculation puts the frontier orbital gap at 9.617 eV. As for the SMILES: CP(C)(=O)c1ccccn1. Its maximum force is 5.77 eV Å⁻¹. The electronic energy is -744.0276 Eh. The calculation puts the energy relative to the best compared isomer or geometry (same formula, charge and spin) at 299.0 kJ/mol. Its LUMO energy is 0.3051 eV. The total charge is 0.

Cartesian coordinates (Å):
C -1.92876 0.25494 1.57795
P -1.60208 -0.29639 -0.11328
C -2.06320 1.19582 -1.31015
O -2.67690 -1.24083 -0.38672
C 0.48888 -0.28028 0.03390
C 1.10089 -1.42114 0.45405
C 2.47196 -1.50400 0.28913
C 3.10341 -0.42508 -0.37095
C 2.33141 0.70297 -0.68141
N 1.00323 0.75862 -0.49333
H -1.51339 1.18428 1.87661
H -1.51532 -0.67938 1.94543
H -2.98602 0.32818 1.76181
H -1.21816 1.84753 -1.32596
H -2.95211 1.81953 -1.04222
H -2.21866 0.70016 -2.32173
H 0.37868 -2.08069 0.88732
H 2.96805 -2.29307 0.87219
H 4.19651 -0.28719 -0.65172
H 2.63157 1.71602 -1.00093

# 3
The following is a DFT calculation (the ωB97M-V functional and the def2-TZVPD basis) of a 2-piece molecular cluster, ClH2O2PS overall at a distorted geometry.

The calculation puts the frontier orbital gap at 8.329 eV. As for the SMILES: O=PO.SCl. Its maximum force is 3.63 eV Å⁻¹. The electronic energy is -1351.3990 Eh. The calculation puts the energy relative to the best compared isomer or geometry (same formula, charge and spin) at 297.7 kJ/mol. Its LUMO energy is -0.5855 eV. The total charge is 0.

Cartesian coordinates (Å):
O -0.88794 -0.37068 0.48515
P -0.15264 0.19562 -0.61089
O 1.39612 -0.03879 -0.24364
H 2.05725 0.50219 -0.70288
S -3.54392 -1.02070 0.10754
Cl -3.61242 1.08518 -0.01858
H -2.13390 -1.48880 0.61250

# 4
The following is a DFT calculation (the ωB97M-V functional and the def2-TZVPD basis) of a 2-piece molecular cluster, C9H14 overall at a distorted geometry.

The calculation puts the frontier orbital gap at 9.874 eV. As for the SMILES: Cc1ccccc1.CC. Its maximum force is 2.39 eV Å⁻¹. The electronic energy is -351.2984 Eh. The calculation puts the energy relative to the best compared isomer or geometry (same formula, charge and spin) at 83.4 kJ/mol. Its LUMO energy is 1.0133 eV. The total charge is 0.

Cartesian coordinates (Å):
C -1.23465 -2.69482 1.10507
C -0.86723 -1.54460 0.23054
C -1.72794 -0.45700 0.13318
C -1.54491 0.58923 -0.75767
C -0.56072 0.40558 -1.72637
C 0.27958 -0.69607 -1.75615
C 0.22363 -1.55388 -0.65830
H -1.85981 -3.35283 0.52360
H -1.76087 -2.27893 2.00309
H -0.38373 -3.33063 1.36505
H -2.58520 -0.42608 0.79499
H -2.24293 1.42147 -0.80849
H -0.53752 1.25179 -2.44795
H 0.92352 -0.81125 -2.60684
H 0.95936 -2.35875 -0.62637
C 1.13309 2.42872 0.29861
C 2.14394 1.49393 0.92521
H 0.50787 3.02886 0.98675
H 1.56677 3.18791 -0.35944
H 0.38772 1.86644 -0.27163
H 1.71965 1.06432 1.84425
H 2.88901 2.04623 1.51801
H 2.57137 0.72036 0.29088

# 5
The following is a DFT calculation (the ωB97M-V functional and the def2-TZVPD basis) of C3H7N3OS as an isolated structure at a distorted geometry.

The calculation puts the frontier orbital gap at 7.949 eV. Its maximum force is 5.14 eV Å⁻¹. The electronic energy is -755.9474 Eh. The calculation puts the energy relative to the best compared isomer or geometry (same formula, charge and spin) at 753.3 kJ/mol. Its LUMO energy is -0.4124 eV. The total charge is 0.

Cartesian coordinates (Å):
C 2.08477 -1.06479 -0.30777
C 1.60528 0.24151 0.14332
C -1.79005 0.01138 0.05287
H 1.12090 -1.89382 -0.95796
H 3.12991 -0.85117 -0.81316
H 2.40591 -1.62200 1.17578
H 2.14432 1.02864 0.51540
H -0.47888 -1.35413 0.22685
H -3.15950 1.19634 -0.22223
H -0.51456 1.99984 -0.07906
N 0.41736 0.53703 0.35116
N -0.55597 -0.35698 0.03744
N -2.16368 1.26949 0.30019
O -1.34731 2.18633 -0.39892
S -2.89849 -1.32767 -0.02389

# 6
The following is a DFT calculation (the ωB97M-V functional and the def2-TZVPD basis) of H24HeO12 as an isolated structure.

The calculation puts the frontier orbital gap at 10.735 eV. Its maximum force is 0.98 eV Å⁻¹. The electronic energy is -920.1652 Eh. The calculation puts the energy relative to the best compared isomer or geometry (same formula, charge and spin) at 115.0 kJ/mol. Its LUMO energy is -0.3122 eV. The total charge is 0.

Cartesian coordinates (Å):
He 0.07963 -0.10489 -0.00790
O -2.11848 1.33092 -0.44423
H -2.87079 1.83683 -0.13715
H -2.07373 0.58233 0.15062
O -2.23339 -0.49134 1.49349
H -2.86598 -0.05237 2.06215
H -2.72401 -1.21367 1.10136
O 2.16308 -0.62960 -1.68611
H 2.93056 -0.75639 -1.12832
H 1.79592 -1.50719 -1.79225
O 0.48023 -4.43254 0.60650
H -0.05855 -3.73692 0.98341
H -0.15022 -5.07884 0.28861
O -0.45346 -2.25438 2.44926
H -1.08600 -1.60763 2.13645
H 0.39812 -1.83323 2.33235
O -1.64970 -0.38411 -2.52030
H -1.04052 -0.27016 -3.24978
H -1.55698 0.41591 -2.00299
O 4.26591 1.81036 1.56492
H 3.44692 1.74674 1.07356
H 4.91214 2.09455 0.91851
O -0.19025 3.64423 2.05701
H -0.00835 2.87827 1.51254
H -0.98353 4.02417 1.67940
O 1.79548 1.60604 -0.02781
H 1.80946 2.37382 -0.59925
H 1.81615 0.86019 -0.62741
O -0.97519 2.80404 -2.47192
H -1.14850 3.74097 -2.56328
H -1.19310 2.60739 -1.56083
O 2.05577 -0.48242 2.08858
H 1.75498 0.13244 1.41948
H 2.72930 -1.00294 1.65080
O -2.72134 -2.99244 -2.19051
H -1.99302 -3.53401 -2.49462
H -2.33853 -2.12422 -2.06451

# 7
The following is a DFT calculation (the ωB97M-V functional and the def2-TZVPD basis) of C9H13NO as an isolated structure at a distorted geometry.

The calculation puts the frontier orbital gap at 7.997 eV. Its maximum force is 12.94 eV Å⁻¹. The electronic energy is -480.4114 Eh. The calculation puts the energy relative to the best compared isomer or geometry (same formula, charge and spin) at 908.0 kJ/mol. Its LUMO energy is 0.7062 eV. The total charge is 0.

Cartesian coordinates (Å):
C 1.48456 -1.28001 0.50343
C 0.15895 -0.88149 0.29708
C -0.44244 -0.58022 -0.93181
C 0.41208 -0.75378 -2.11163
C 1.66621 -1.37241 -1.88916
C 2.20524 -1.53450 -0.61923
C -0.15431 1.70240 -0.77094
C -0.84717 1.04519 0.36832
C -1.56088 0.95338 2.70652
H 1.76480 -1.34841 1.55951
H -0.49617 -0.80977 1.26990
H -1.42258 -0.19086 -1.23389
H 0.08018 -0.67680 -3.15767
H 2.42171 -1.42127 -2.70659
H 3.32075 -1.86292 -0.62838
H 0.41895 2.66700 -0.55511
H -1.03535 2.02375 -1.51470
H 0.67340 1.10477 -1.43997
H -0.24089 2.53799 1.67300
H -2.52970 0.40909 2.16796
H -1.03268 0.28114 3.42517
H -1.85825 2.01492 3.22585
N -0.60323 1.47161 1.64804
O -1.67188 0.14734 0.13289